#one
Here is an isolated molecule of C21H26N2O2 from the OMol25 dataset. Energies are from ωB97M-V/def2-TZVPD.

Last columns: bonded neighbours and bond lengths (Å).
Geometry (Å):
1 C -4.60976 -2.39078 -1.24573  H2 1.087, H3 1.087, H4 1.086, C5 1.526
2 H -5.57823 -2.76669 -0.92658  C1 1.087
3 H -4.76552 -1.51807 -1.87417  C1 1.087
4 H -4.09461 -3.15144 -1.82548  C1 1.086
5 C -3.75408 -2.04195 -0.03087  C1 1.526, C6 1.542, O39 1.419, H51 1.100
6 C -2.26463 -1.88612 -0.39658  C5 1.542, O7 1.213, N8 1.345
7 O -1.77992 -2.38217 -1.39182  C6 1.213
8 N -1.56670 -1.20076 0.52668  C6 1.345, H9 1.009, C10 1.446
9 H -2.06188 -0.80937 1.31446  N8 1.009
10 C -0.16907 -0.85697 0.38601  N8 1.446, C11 1.529, C15 1.527, H38 1.095
11 C 0.01095 0.65612 0.26107  C10 1.529, C12 1.526, H36 1.091, H37 1.092
12 C 1.49602 0.99452 0.16176  C11 1.526, N13 1.450, H34 1.093, H35 1.104
13 N 2.18570 0.50874 1.34071  C12 1.450, C14 1.450, C20 1.457
14 C 2.10033 -0.93575 1.42741  N13 1.450, C15 1.527, H18 1.093, H19 1.104
15 C 0.64023 -1.35347 1.58250  C10 1.527, C14 1.527, H16 1.091, H17 1.092
16 H 0.57114 -2.43930 1.66036  C15 1.091
17 H 0.23864 -0.90975 2.49572  C15 1.092
18 H 2.66631 -1.26133 2.30358  C14 1.093
19 H 2.52638 -1.42989 0.53637  C14 1.104
20 C 3.54020 1.02673 1.48414  N13 1.457, C21 1.510, H32 1.094, H33 1.094
21 C 4.49279 0.60700 0.39021  C20 1.510, C22 1.390, C26 1.390
22 C 5.22112 -0.57179 0.49846  C21 1.390, C23 1.384, H31 1.081
23 C 6.04645 -0.99015 -0.53027  C22 1.384, C24 1.384, H30 1.080
24 C 6.15547 -0.23379 -1.68450  C23 1.384, C25 1.384, H29 1.080
25 C 5.44114 0.94628 -1.80010  C24 1.384, C26 1.384, H28 1.080
26 C 4.61638 1.36229 -0.76997  C21 1.390, C25 1.384, H27 1.081
27 H 4.06792 2.28901 -0.86396  C26 1.081
28 H 5.52731 1.54545 -2.69497  C25 1.080
29 H 6.79864 -0.55997 -2.48846  C24 1.080
30 H 6.60681 -1.90840 -0.43016  C23 1.080
31 H 5.14757 -1.16341 1.40015  C22 1.081
32 H 3.46490 2.11770 1.51260  C20 1.094
33 H 3.91378 0.68384 2.45348  C20 1.094
34 H 1.61831 2.07930 0.11455  C12 1.093
35 H 1.90624 0.55849 -0.76632  C12 1.104
36 H -0.51567 1.02843 -0.61884  C11 1.091
37 H -0.40813 1.14112 1.14528  C11 1.092
38 H 0.17331 -1.35235 -0.52908  C10 1.095
39 O -4.25188 -0.94338 0.71644  C5 1.419, C40 1.369
40 C -4.26162 0.31417 0.17472  O39 1.369, C41 1.390, C45 1.395
41 C -3.62139 0.69726 -0.99846  C40 1.390, C42 1.385, H50 1.079
42 C -3.68306 2.01717 -1.41444  C41 1.385, C43 1.382, H49 1.080
43 C -4.37083 2.96303 -0.67736  C42 1.382, C44 1.386, H48 1.079
44 C -5.00608 2.58215 0.49392  C43 1.386, C45 1.380, H47 1.080
45 C -4.95380 1.27046 0.91809  C40 1.395, C44 1.380, H46 1.079
46 H -5.44315 0.95628 1.82689  C45 1.079
47 H -5.54711 3.31060 1.07933  C44 1.080
48 H -4.41271 3.98840 -1.01145  C43 1.079
49 H -3.18284 2.30216 -2.32840  C42 1.080
50 H -3.06981 -0.01456 -1.59202  C41 1.079
51 H -3.80158 -2.87504 0.68513  C5 1.100

spin multiplicity	1
HOMO level	-8.607	eV
SMILES string	C[C@H](Oc1ccccc1)C(=O)NC1CCN(Cc2ccccc2)CC1
gap between HOMO and LUMO	9.39	eV

***

#two
Here is an isolated molecule of C21H26N2O2 from the OMol25 dataset. Energies are from ωB97M-V/def2-TZVPD.

Last columns: bonded neighbours and bond lengths (Å).
Geometry (Å):
1 C 3.28958 0.89554 -5.88604  C2 1.522, H49 1.088, H50 1.087, H51 1.086
2 C 1.94845 0.17827 -5.95303  C1 1.522, H3 1.092, H4 1.095, O5 1.425
3 H 2.07316 -0.86231 -6.26128  C2 1.092
4 H 1.28108 0.69676 -6.64913  C2 1.095
5 O 1.32221 0.10824 -4.67454  C2 1.425, C6 1.356
6 C 0.64426 1.21849 -4.29225  O5 1.356, O7 1.210, N8 1.349
7 O 0.54457 2.22033 -4.96285  C6 1.210
8 N 0.07621 1.05541 -3.07977  C6 1.349, C9 1.449, C41 1.449
9 C 0.27536 -0.12728 -2.26710  N8 1.449, H10 1.099, C11 1.529, H48 1.092
10 H 1.28831 -0.13112 -1.84174  C9 1.099
11 C -0.76733 -0.13902 -1.14826  C9 1.529, N12 1.456, H46 1.096, H47 1.090
12 N -0.69368 1.02548 -0.27771  C11 1.456, C13 1.451, C40 1.458
13 C -0.01160 0.80407 0.98417  N12 1.451, H14 1.093, C15 1.540, H39 1.101
14 H 0.27888 1.78247 1.37503  C13 1.093
15 C -0.96167 0.15500 2.00839  C13 1.540, C16 1.512, C27 1.512, H38 1.095
16 C -0.55621 0.40841 3.44292  C15 1.512, C17 1.389, C21 1.391
17 C 0.76261 0.60377 3.83132  C16 1.389, C18 1.385, H26 1.080
18 C 1.08575 0.78871 5.16515  C17 1.385, C19 1.383, H25 1.081
19 C 0.09726 0.77521 6.13234  C18 1.383, C20 1.385, H24 1.080
20 C -1.22053 0.57568 5.75705  C19 1.385, C21 1.382, H23 1.080
21 C -1.54096 0.39347 4.42495  C16 1.391, C20 1.382, H22 1.081
22 H -2.57082 0.23510 4.13785  C21 1.081
23 H -2.00024 0.56257 6.50458  C20 1.080
24 H 0.35157 0.91873 7.17203  C19 1.080
25 H 2.11703 0.94262 5.44853  C18 1.081
26 H 1.55229 0.61924 3.09539  C17 1.080
27 C -1.09437 -1.33944 1.82381  C15 1.512, C28 1.390, C32 1.389
28 C -0.00811 -2.17985 2.03992  C27 1.390, C29 1.383, H37 1.080
29 C -0.13173 -3.54779 1.87837  C28 1.383, C30 1.385, H36 1.080
30 C -1.34666 -4.09796 1.50619  C29 1.385, C31 1.384, H35 1.080
31 C -2.43728 -3.27106 1.30028  C30 1.384, C32 1.384, H34 1.080
32 C -2.31131 -1.90242 1.46043  C27 1.389, C31 1.384, H33 1.081
33 H -3.16485 -1.26134 1.29263  C32 1.081
34 H -3.38989 -3.69308 1.01497  C31 1.080
35 H -1.44324 -5.16633 1.38183  C30 1.080
36 H 0.72207 -4.18762 2.04813  C29 1.080
37 H 0.94003 -1.76183 2.34526  C28 1.080
38 H -1.94401 0.60925 1.84344  C15 1.095
39 H 0.89831 0.19706 0.85892  C13 1.101
40 C -0.20819 2.21096 -0.97362  N12 1.458, C41 1.522, H44 1.095, H45 1.103
41 C -0.60061 2.16699 -2.44311  N8 1.449, C40 1.522, H42 1.092, H43 1.096
42 H -0.29849 3.08065 -2.95896  C41 1.092
43 H -1.68668 2.05806 -2.53708  C41 1.096
44 H -0.65089 3.09172 -0.49764  C40 1.095
45 H 0.88927 2.30441 -0.90997  C40 1.103
46 H -1.76506 -0.16978 -1.60007  C11 1.096
47 H -0.64603 -1.04313 -0.55199  C11 1.090
48 H 0.17094 -1.01678 -2.89226  C9 1.092
49 H 3.93944 0.41314 -5.15948  C1 1.088
50 H 3.13598 1.93132 -5.59395  C1 1.087
51 H 3.76584 0.87098 -6.86204  C1 1.086

spin multiplicity	1
HOMO level	-8.486	eV
SMILES string	CCOC(=O)N1CCN(CC(c2ccccc2)c2ccccc2)CC1
gap between HOMO and LUMO	9.22	eV

***

Which of them is the most stable? Correct choice: #one.

***

#one
Here is a cluster of 5 separate species, CH12O4S2 in total from the OMol25 dataset. Energies are from ωB97M-V/def2-TZVPD.

Last columns: bonded neighbours and bond lengths (Å).
Geometry (Å):
1 C -0.14370 -1.12416 2.04949  S2 1.839, H4 1.088, H5 1.085, H6 1.096
2 S 1.02836 -2.26647 1.21143  C1 1.839, S3 2.120
3 S 2.88955 -1.26537 1.38081  S2 2.120, H7 1.338
4 H 0.15108 -0.07843 1.99076  C1 1.088
5 H -1.12488 -1.32816 1.63398  C1 1.085
6 H -0.02546 -1.30875 3.12297  C1 1.096
7 H 3.01201 -1.49843 2.69224  S3 1.338
8 H 0.19849 -1.62689 -2.90558  O10 0.951
9 H -0.59387 -0.41918 -2.47311  O10 0.961
10 O 0.30487 -0.72504 -2.62363  H8 0.951, H9 0.961
11 H -3.30536 0.14411 -1.71279  O13 0.938
12 H -1.98646 0.68908 -1.12736  O13 0.950
13 O -2.68025 0.04958 -1.02011  H11 0.938, H12 0.950
14 H -0.82329 3.61060 -0.25862  O16 0.964
15 H -0.02839 2.32171 0.00631  O16 0.963
16 O -0.89785 2.72233 0.10877  H14 0.964, H15 0.963
17 H 0.92064 0.68953 -1.32687  O19 0.963
18 H 1.99366 0.51629 -0.34313  O19 0.964
19 O 1.11082 0.89765 -0.40555  H17 0.963, H18 0.964

spin multiplicity	1
HOMO level	-8.847	eV
SMILES string	CSS.O.O.O.O
gap between HOMO and LUMO	9.28	eV

***

#two
Here is a cluster of 6 separate species, CH12O4S2 in total from the OMol25 dataset. Energies are from ωB97M-V/def2-TZVPD.

Last columns: bonded neighbours and bond lengths (Å).
Geometry (Å):
1 C -0.40004 -1.47873 1.75624  S2 1.777, H4 1.103, H5 1.091, H6 1.086
2 S -1.36590 -0.00454 1.52674  C1 1.777
3 S 2.31308 0.16537 -0.24011  H7 1.350
4 H -0.68021 -1.73921 2.79089  C1 1.103
5 H 0.68664 -1.38231 1.74441  C1 1.091
6 H -0.76114 -2.28421 1.12314  C1 1.086
7 H 3.57233 0.55332 0.05535  S3 1.350
8 H -0.73675 2.17222 1.01470  O10 0.978
9 H -1.89731 2.87567 1.31509  O10 0.969
10 O -1.01372 3.11038 0.99296  H8 0.978, H9 0.969
11 H -1.45684 0.11623 -0.51162  O13 0.972
12 H -2.57413 0.37203 -1.60674  O13 0.961
13 O -1.63850 0.20809 -1.46206  H11 0.972, H12 0.961
14 H 1.77968 -3.60087 -0.95792  O16 0.964
15 H 1.15413 -2.28251 -0.30902  O16 0.960
16 O 1.02379 -3.21340 -0.50193  H14 0.964, H15 0.960
17 H -0.02848 1.85919 -1.98997  O19 0.965
18 H 1.44835 2.08409 -2.30878  O19 0.962
19 O 0.57502 2.46921 -2.43138  H17 0.965, H18 0.962

spin multiplicity	1
HOMO level	-9.334	eV
gap between HOMO and LUMO	3.84	eV

***

Which of them is the most stable? Correct choice: #one.

***

#one
Here is a cluster of 2 separate species, C9H14N3 in total from the OMol25 dataset. Energies are from ωB97M-V/def2-TZVPD.

Last columns: bonded neighbours and bond lengths (Å).
Geometry (Å):
1 C -3.00307 0.79301 -0.94493  C2 1.341, C3 1.381, H13 1.082
2 C -3.82117 1.03269 0.09054  C1 1.341, C4 1.371, H14 1.062
3 C -1.85301 0.03982 -0.81239  C1 1.381, C5 1.421, H15 1.057
4 C -3.52350 0.62640 1.36598  C2 1.371, C6 1.437, H16 1.096
5 C -1.49006 -0.38231 0.49464  C3 1.421, C6 1.379, C7 1.436
6 C -2.28236 -0.06652 1.57811  C4 1.437, C5 1.379, H19 1.033
7 C -0.32123 -1.21574 0.51065  C5 1.436, C8 1.586, H17 1.103, H18 1.146
8 C 0.82069 -0.50381 -0.32845  C7 1.586, C9 1.371, N10 1.349
9 C 1.33061 -1.08617 -1.45993  C8 1.371, H20 1.115, H21 1.108
10 N 1.01453 0.75418 0.11801  C8 1.349, N11 1.233
11 N 2.12333 1.29186 0.09001  N10 1.233, H22 1.104, H23 1.035
12 N 4.41474 -0.13512 0.07667  H24 1.028, H25 0.979, H26 0.992
13 H -3.15075 1.35321 -1.85927  C1 1.082
14 H -4.68914 1.61232 -0.10833  C2 1.062
15 H -1.17922 -0.16274 -1.60068  C3 1.057
16 H -4.11096 0.94814 2.23314  C4 1.096
17 H -0.02774 -1.40567 1.55697  C7 1.103
18 H -0.40435 -2.31176 0.18478  C7 1.146
19 H -1.98116 -0.42357 2.49963  C6 1.033
20 H 0.92597 -2.05726 -1.82887  C9 1.115
21 H 1.80031 -0.54844 -2.30754  C9 1.108
22 H 2.99815 0.71463 -0.25712  N11 1.104
23 H 2.37931 2.11647 0.66029  N11 1.035
24 H 4.28418 -1.06678 0.49171  N12 1.028
25 H 5.14509 0.40921 0.43564  N12 0.979
26 H 4.60079 -0.32603 -0.87928  N12 0.992

spin multiplicity	1
HOMO level	-11.986	eV
charge	+1
gap between HOMO and LUMO	6.41	eV

***

#two
Here is the ion C9H14N3 with charge +1 from the OMol25 dataset. Energies are from ωB97M-V/def2-TZVPD.

Last columns: bonded neighbours and bond lengths (Å).
Geometry (Å):
1 C -0.58475 -0.34296 0.05950  C2 1.529, C5 1.492, C7 1.574, H13 1.037
2 C 0.05516 1.02899 0.27380  C1 1.529, C6 1.406, H14 1.127
3 C -0.22469 -2.59880 1.21812  C4 1.416, C7 1.390, H15 1.055
4 C 0.45312 -2.99621 0.04036  C3 1.416, N10 1.338, H16 0.983
5 C -0.42675 -1.23457 -1.12638  C1 1.492, C8 1.463, N10 1.291
6 C 1.07658 1.78095 -0.33273  C2 1.406, N11 1.354, N12 1.359
7 C -0.68829 -1.29177 1.31124  C1 1.574, C3 1.390, C9 1.539
8 C -0.61161 -0.64758 -2.45376  C5 1.463, H17 1.151, H18 1.040, H19 1.097
9 C -1.21405 -0.63925 2.60185  C7 1.539, H20 1.166, H21 1.054, H22 1.102
10 N 0.24891 -2.33414 -1.10397  C4 1.338, C5 1.291
11 N 2.02377 1.13517 -1.05373  C6 1.354, H23 1.096, H24 1.047
12 N 1.03262 3.13877 -0.33933  C6 1.359, H25 0.963, H26 0.949
13 H -1.58500 -0.06847 0.05056  C1 1.037
14 H -0.63785 1.62156 0.93611  C2 1.127
15 H -0.33811 -3.20238 2.07541  C3 1.055
16 H 1.00855 -3.80778 0.03190  C4 0.983
17 H 0.33026 -0.96229 -3.03565  C8 1.151
18 H -0.75672 0.37993 -2.38658  C8 1.040
19 H -1.44380 -1.08560 -3.01761  C8 1.097
20 H -0.30422 -0.24091 3.21183  C9 1.166
21 H -1.66242 -1.38935 3.19074  C9 1.054
22 H -2.02258 0.05462 2.31890  C9 1.102
23 H 1.76601 0.07036 -1.09239  N11 1.096
24 H 2.83550 1.50533 -1.60105  N11 1.047
25 H 0.34490 3.49153 0.23476  N12 0.963
26 H 1.81821 3.64532 -0.50392  N12 0.949

spin multiplicity	1
HOMO level	-11.118	eV
charge	+1
SMILES string	CC1=CC=[N+]=C(C)[C@@H]1C=C(N)N
gap between HOMO and LUMO	5.42	eV

***

Which of them is the most stable? Correct choice: #one.